Record 1
The following is a quantum chemistry calculation of C16H26IrN5O10PS2 as an isolated structure, from the Open Molecules 2025 dataset.

```
61
Properties=species:S:1:pos:R:3:forces:R:3
Ir -2.094 0.548 -0.619 0.2 0.1 -0.2
N -3.377 1.262 0.903 -0.1 0.0 -0.1
C -3.152 2.672 1.355 -0.1 -0.1 -0.1
C -3.494 3.632 0.229 0.1 -0.1 0.0
C -2.484 3.604 -0.903 0.0 0.0 0.0
N -2.536 2.310 -1.654 0.0 0.2 0.1
H -4.337 1.178 0.569 0.0 0.0 0.1
H -3.323 0.642 1.709 0.0 0.0 0.0
H -2.105 2.767 1.644 0.0 0.0 0.0
H -3.766 2.861 2.234 0.0 0.0 0.0
H -3.532 4.646 0.625 0.0 0.0 0.0
H -4.499 3.414 -0.150 0.0 0.1 0.0
H -1.473 3.719 -0.520 0.0 0.0 0.0
H -2.673 4.419 -1.603 0.0 0.0 0.0
H -1.916 2.378 -2.459 0.0 0.1 0.0
H -3.472 2.168 -2.038 0.0 0.1 -0.1
O -2.419 -0.786 -4.115 -0.2 0.0 0.1
C -2.371 -0.415 -2.996 0.2 0.0 0.0
O -3.286 -0.061 -2.111 -0.2 -0.5 0.0
C 0.089 -0.068 -2.565 0.1 0.1 -0.3
C 0.699 -0.059 -3.903 -0.3 -0.2 0.5
C 1.792 0.685 -4.095 0.2 0.6 0.2
C 2.445 1.731 -3.257 -0.2 -0.4 -0.4
C 2.078 2.206 -2.065 -0.2 -0.2 0.3
C 0.992 1.584 -1.265 -0.2 0.5 -0.1
O 0.146 2.053 -0.562 0.7 0.1 0.0
N 2.738 3.435 -1.541 0.0 -0.1 0.1
O 3.675 3.860 -2.161 0.0 0.0 -0.1
O 2.262 3.887 -0.524 0.0 0.0 0.0
N 2.403 0.592 -5.472 0.2 -0.2 0.1
O 1.730 0.114 -6.345 -0.1 0.0 0.0
O 3.554 0.949 -5.543 0.0 0.1 0.0
H 0.224 -0.579 -4.727 0.1 -0.1 0.0
H 3.258 2.260 -3.747 -0.1 0.0 -0.1
O 0.960 0.223 -1.554 0.0 -0.2 -0.3
N -1.129 -0.181 -2.218 0.4 0.4 -0.1
C 0.572 -4.521 3.818 0.0 0.0 -0.1
C -0.710 -3.910 3.320 0.0 0.0 -0.1
C -1.183 -2.720 4.114 0.0 0.1 0.0
O -0.549 -3.564 1.860 -0.1 -0.2 0.2
P 0.015 -2.369 1.080 0.2 -0.2 0.2
S 0.333 -2.991 -0.820 0.0 0.1 -0.1
S -1.512 -1.016 0.999 -0.2 -0.1 0.3
O 1.263 -1.815 1.815 0.1 0.2 -0.2
C 2.728 -1.863 1.458 0.0 -0.2 0.1
C 3.125 -0.534 0.879 0.0 0.1 0.1
C 3.469 -2.204 2.725 -0.1 0.0 0.1
H 0.398 -4.930 4.813 0.0 0.0 0.0
H 1.358 -3.772 3.893 0.0 0.0 0.0
H 0.901 -5.334 3.172 0.0 0.0 0.0
H -1.490 -4.666 3.264 0.0 0.0 -0.1
H -0.445 -1.914 4.106 0.0 0.0 0.0
H -1.314 -3.040 5.148 0.0 0.0 0.0
H -2.139 -2.344 3.753 0.0 0.0 0.0
H 2.848 -2.661 0.723 -0.1 0.0 0.0
H 2.927 0.269 1.591 0.0 0.0 0.0
H 2.598 -0.349 -0.048 -0.1 0.0 -0.1
H 4.195 -0.549 0.667 0.0 0.0 0.0
H 3.273 -1.458 3.496 0.0 0.0 0.0
H 4.538 -2.209 2.517 0.0 0.0 0.0
H 3.195 -3.187 3.100 0.0 0.0 0.0
```
Positions in Å, forces in eV/Å.

For the relative energy (zero: lowest compared OMol25 entry of this formula, charge and spin), the calculation gives 0.0 kJ/mol. The calculation puts the largest force on an atom at 0.700 eV/Å. The value obtained for the orbital gap (spin up / spin down) is 6.900 / 5.937 eV. As for the expectation value of S²: 0.7543. The calculation puts the HOMO energy (spin up / spin down) at -15.4 / -15.3 eV. Its spin multiplicity is 2. Its total charge is +2.

***

Record 2
The following is a quantum chemistry calculation of C21H29BF4HfI2N3O2Si as an isolated structure, from the Open Molecules 2025 dataset.

```
64
Properties=species:S:1:pos:R:3:forces:R:3
Hf 0.025 1.349 1.699 0.1 0.2 -0.3
I -3.380 -2.018 3.865 0.0 0.0 0.0
C -3.310 0.079 3.663 0.1 -0.1 0.0
I -3.132 0.719 1.623 -0.1 0.0 0.0
H -2.438 0.473 4.173 0.0 0.0 0.0
H -4.230 0.520 4.026 0.0 0.0 0.0
C 0.075 -0.822 1.850 -0.1 -0.1 0.0
Si 0.296 -1.450 0.100 0.0 0.0 0.0
C -0.627 -0.159 -0.978 0.0 0.0 0.0
N -0.374 1.309 -0.721 0.0 -0.1 0.2
C -1.498 2.111 -1.285 0.0 0.0 -0.1
C -1.809 1.791 -2.750 0.0 0.0 0.0
C -0.529 1.638 -3.587 0.0 0.0 0.0
C 0.642 2.295 -2.870 0.0 0.0 0.0
C 0.874 1.770 -1.444 0.0 0.0 -0.1
C 2.082 -1.526 -0.427 0.0 0.0 0.0
C 3.135 -1.521 0.488 0.0 0.0 0.0
C 4.455 -1.583 0.062 0.0 0.0 0.0
C 4.743 -1.657 -1.292 0.0 0.0 0.0
C 3.710 -1.673 -2.221 0.0 0.0 0.0
C 2.395 -1.608 -1.790 0.0 0.0 0.0
C -0.621 -3.032 -0.245 0.0 0.0 0.0
C -1.974 -3.135 0.094 0.0 0.0 0.0
C -2.688 -4.296 -0.159 0.0 0.0 0.0
C -2.054 -5.377 -0.758 0.0 0.0 0.0
C -0.712 -5.294 -1.098 0.0 0.0 0.0
C -0.001 -4.130 -0.843 0.0 0.0 0.0
H 0.918 -1.100 2.493 0.0 0.0 0.0
H -0.813 -1.314 2.259 0.0 0.0 0.0
H -1.686 -0.347 -0.778 0.0 0.0 0.0
H -0.484 -0.380 -2.036 0.0 0.0 0.0
H -1.214 3.163 -1.199 0.0 0.0 0.0
H -2.399 1.959 -0.689 0.0 0.0 0.0
H -2.417 2.615 -3.128 0.0 0.0 0.0
H -2.428 0.897 -2.818 0.0 0.0 0.0
H -0.662 2.095 -4.567 0.0 0.0 0.0
H -0.313 0.585 -3.776 0.0 0.0 0.0
H 0.468 3.373 -2.836 0.0 0.0 0.0
H 1.568 2.156 -3.427 0.0 0.0 0.0
H 1.326 2.575 -0.864 0.0 0.0 0.0
H 1.572 0.937 -1.438 0.0 0.0 0.0
H 2.933 -1.466 1.552 0.0 0.0 0.0
H 5.257 -1.575 0.788 0.0 0.0 0.0
H 5.771 -1.706 -1.625 0.0 0.0 0.0
H 3.932 -1.741 -3.278 0.0 0.0 0.0
H 1.598 -1.632 -2.528 0.0 0.0 0.0
H -2.482 -2.304 0.574 0.0 0.0 0.0
H -3.734 -4.360 0.110 0.0 0.0 0.0
H -2.607 -6.286 -0.956 0.0 0.0 0.0
H -0.218 -6.139 -1.559 0.0 0.0 0.0
H 1.050 -4.080 -1.107 0.0 0.0 0.0
N -1.079 3.557 1.423 0.0 0.0 0.0
N -1.524 3.939 2.702 0.0 0.0 0.1
C -1.213 3.135 3.798 -0.1 0.1 -0.1
O -1.420 3.487 4.919 0.0 -0.1 0.0
O -0.728 1.950 3.420 0.1 0.0 0.1
H -0.357 4.198 1.094 0.0 0.0 0.0
H -1.864 3.601 0.781 0.0 0.0 0.0
H -1.683 4.918 2.884 0.0 0.0 0.0
F 2.079 1.431 0.933 0.0 0.0 0.0
B 2.501 2.154 2.185 0.1 0.0 0.0
F 1.894 1.280 3.126 0.0 0.0 0.0
F 3.790 2.390 2.274 0.0 0.0 0.0
F 1.613 3.264 2.117 -0.1 0.0 0.0
```
Positions in Å, forces in eV/Å.

For the relative energy (zero: lowest compared OMol25 entry of this formula, charge and spin), the calculation gives 13.0 kJ/mol. The calculation puts the largest force on an atom at 0.325 eV/Å. The value obtained for the orbital gap is 8.481 eV. The calculation puts the HOMO energy at -11.8 eV. Its total charge is +1.

***

Record 3
The following is a quantum chemistry calculation of a 5-piece molecular cluster, C24H38NO12PS overall, from the Open Molecules 2025 dataset.

```
77
Properties=species:S:1:pos:R:3:forces:R:3
C 4.902 3.630 -2.167 0.3 0.2 0.3
C 4.503 2.243 -1.743 0.0 0.2 -0.1
C 3.019 2.028 -1.554 -0.1 -0.1 -0.1
O 2.993 0.957 -0.596 0.1 0.0 0.1
C 4.135 1.033 0.132 0.0 0.1 -0.1
O 4.349 0.414 1.126 0.0 -0.1 -0.1
O 4.988 1.921 -0.420 0.0 -0.1 -0.1
H 4.421 4.384 -1.545 -0.1 0.0 0.0
H 5.980 3.765 -2.073 0.0 -0.1 -0.1
H 4.614 3.801 -3.201 0.0 0.0 0.1
H 4.917 1.498 -2.429 0.0 0.0 0.0
H 2.502 1.727 -2.463 0.0 -0.1 0.1
H 2.521 2.897 -1.122 0.1 0.1 0.0
C -2.685 -0.035 3.801 0.1 -0.3 -0.1
C -4.105 -0.495 3.998 0.3 0.1 0.0
C -4.655 -0.331 5.395 -0.1 0.0 0.0
O -5.642 -1.375 5.448 0.1 0.1 0.0
C -5.258 -2.348 4.591 0.1 0.0 0.0
O -5.755 -3.424 4.521 0.0 -0.1 0.0
O -4.221 -1.924 3.826 -0.1 0.1 0.0
H -2.034 -0.434 4.578 0.0 0.0 0.1
H -2.302 -0.386 2.842 -0.1 0.1 -0.1
H -2.625 1.051 3.825 0.0 0.0 0.0
H -4.763 -0.021 3.263 -0.1 0.0 0.0
H -5.117 0.635 5.575 -0.1 -0.1 0.0
H -3.902 -0.524 6.162 0.1 0.0 0.0
C 2.041 0.943 3.134 -0.4 -0.1 0.1
C 1.592 1.764 4.314 0.1 -0.2 -0.2
C 1.946 1.209 5.675 0.1 0.1 0.1
O 0.903 1.750 6.503 0.1 -0.1 0.0
C -0.177 1.956 5.717 0.0 -0.1 -0.1
O -1.265 2.221 6.114 -0.1 0.0 0.0
O 0.153 1.805 4.414 -0.1 0.1 0.0
H 1.766 -0.106 3.259 0.0 0.0 0.0
H 1.563 1.296 2.220 0.1 0.1 0.0
H 3.117 1.007 3.009 0.1 0.0 0.0
H 1.940 2.796 4.218 0.0 0.0 0.0
H 2.919 1.526 6.039 -0.1 0.1 0.1
H 1.879 0.120 5.707 0.0 0.0 -0.1
C -0.288 3.573 -6.318 -0.1 -0.1 0.2
C 0.825 4.347 -5.662 -0.2 -0.1 -0.1
C 2.154 3.634 -5.565 0.2 0.1 -0.1
O 2.744 4.250 -4.406 -0.3 -0.1 -0.2
C 1.723 4.674 -3.612 -0.1 0.0 0.0
O 1.859 5.059 -2.497 0.0 0.0 0.1
O 0.547 4.583 -4.266 0.1 0.1 0.0
H -0.363 2.567 -5.902 0.0 0.0 0.0
H -1.244 4.069 -6.154 0.0 0.1 -0.1
H -0.114 3.498 -7.391 0.0 0.0 0.0
H 0.947 5.323 -6.140 0.0 0.0 0.0
H 2.792 3.777 -6.433 0.1 0.1 0.1
H 2.040 2.565 -5.368 -0.1 0.0 0.0
S -3.540 -1.415 -0.432 0.1 0.7 0.1
P -3.995 -3.043 -1.694 0.3 -0.1 -0.7
C -3.563 -4.543 -0.707 0.0 0.5 0.5
C -2.102 -4.534 -0.197 -0.4 0.0 -0.5
C -1.204 -5.484 -0.989 0.4 -0.1 0.3
C 0.228 -4.988 -1.212 -0.2 0.1 -0.1
N 0.304 -3.619 -1.697 0.1 0.0 0.2
C 1.047 -2.621 -1.119 -0.4 0.5 -0.5
C 0.819 -1.457 -1.829 0.1 -0.3 0.1
C -0.080 -1.769 -2.872 -0.3 -0.7 0.0
C -0.386 -3.110 -2.761 0.3 0.5 0.1
H -3.160 -1.925 0.752 -0.3 -0.4 -0.1
H -5.409 -3.080 -1.621 0.0 -0.1 0.4
H -4.244 -4.609 0.136 -0.1 -0.1 0.1
H -3.744 -5.381 -1.374 -0.1 -0.2 0.0
H -1.717 -3.517 -0.237 0.2 0.1 0.0
H -2.109 -4.820 0.849 0.1 0.0 0.2
H -1.106 -6.406 -0.416 0.0 -0.3 -0.1
H -1.648 -5.772 -1.938 -0.1 0.2 -0.2
H 0.735 -5.642 -1.919 0.1 -0.1 -0.1
H 0.775 -5.045 -0.277 0.1 0.2 0.1
H 1.664 -2.790 -0.258 0.1 -0.2 0.1
H 1.224 -0.487 -1.611 0.2 0.0 0.1
H -0.511 -1.123 -3.613 0.0 0.2 0.0
H -1.055 -3.712 -3.345 -0.1 -0.2 -0.1
```
Positions in Å, forces in eV/Å.

As for the SMILES: C[C@@H]1COC(=O)O1.C[C@@H]1COC(=O)O1.C[C@@H]1COC(=O)O1.C[C@@H]1COC(=O)O1.SPCCCCn1cccc1. The calculation puts the largest force on an atom at 0.816 eV/Å. The value obtained for the orbital gap is 8.357 eV. The calculation puts the HOMO energy at -8.1 eV.

***

Record 4
The following is a quantum chemistry calculation of a 5-piece molecular cluster, C17H27BCl8F7I2N3O7PS overall, from the Open Molecules 2025 dataset.

```
74
Properties=species:S:1:pos:R:3:forces:R:3
C 5.785 -1.146 1.030 0.1 -0.1 0.2
C 5.428 0.338 1.300 -0.1 0.0 -0.5
B 4.176 0.463 2.208 0.3 -0.1 0.4
O 4.200 0.156 3.524 0.0 -0.6 -0.6
N 2.852 1.010 1.656 -0.3 0.1 -0.3
C 2.444 2.361 2.110 -0.1 -0.1 0.0
C 3.681 3.235 2.290 -0.3 -0.1 0.4
O 4.228 3.693 1.338 0.5 0.2 -0.6
C 2.128 0.341 0.823 0.4 -0.1 0.2
N 2.479 -0.891 0.336 -0.2 0.2 -0.6
C 1.313 -1.332 -0.536 1.3 0.3 0.2
P 1.692 -2.822 -1.535 -0.8 -0.8 -0.2
O 0.476 -3.361 -2.126 0.3 0.2 0.1
O 2.889 -2.549 -2.543 0.0 0.4 0.3
O 2.251 -3.815 -0.424 0.3 0.4 0.1
C 0.916 0.080 -1.060 -0.4 -0.8 0.0
C -0.177 0.443 -2.057 0.0 1.4 0.0
I 0.219 -0.572 -3.885 0.3 -0.6 0.2
C -0.098 1.990 -2.327 -0.6 -0.6 -0.3
C -0.693 2.839 -1.206 0.9 0.4 0.3
I -1.208 2.471 -4.120 -0.1 0.5 0.1
N 0.904 0.790 0.297 0.1 -0.2 -0.3
S -0.290 0.552 1.510 0.0 1.2 1.4
O -0.781 1.823 1.919 0.0 -0.1 -0.5
O 0.364 -0.260 2.495 -0.3 -0.5 -0.4
C -1.808 -0.336 0.877 -0.5 -0.4 -0.2
F -2.596 0.541 0.258 0.2 0.1 0.0
F -1.511 -1.331 0.027 0.1 0.1 0.1
C -2.570 -0.956 2.092 0.1 -0.2 0.0
F -2.626 -0.101 3.118 0.1 0.1 -0.1
F -1.895 -2.059 2.472 0.0 0.1 -0.1
C -4.029 -1.388 1.735 0.3 0.0 0.5
F -4.048 -2.130 0.644 0.1 -0.2 -0.4
F -4.471 -2.100 2.754 -0.2 -0.3 0.3
F -4.798 -0.335 1.584 -0.3 0.5 -0.2
H 5.324 -1.520 0.113 0.0 0.0 0.0
H 5.493 -1.806 1.849 0.0 0.0 0.0
H 6.858 -1.265 0.907 0.0 0.0 -0.1
H 5.302 0.849 0.343 0.1 0.2 0.0
H 6.279 0.812 1.791 0.0 0.0 0.1
H 3.552 -0.515 3.790 -0.3 0.5 0.4
H 1.868 2.277 3.030 0.0 -0.1 0.0
H 1.847 2.818 1.323 -0.1 0.0 0.1
H 4.028 3.420 3.315 0.0 0.1 0.2
H 3.382 -0.869 -0.131 0.2 -0.2 0.3
H 0.655 -1.761 0.220 -0.5 0.1 -0.4
H 3.630 -2.037 -2.192 0.1 -0.1 -0.3
H 3.158 -3.651 -0.135 0.0 -0.2 0.1
H 1.833 0.454 -1.524 0.0 0.1 0.0
H -1.195 0.269 -1.731 0.0 -0.5 -0.1
H 0.936 2.248 -2.545 0.0 0.1 -0.1
H 0.114 3.405 -0.730 0.0 0.0 0.1
H -1.162 2.263 -0.420 -0.3 -0.1 -0.1
H -1.392 3.584 -1.560 -0.1 -0.1 0.0
C -2.788 -3.834 -2.203 0.1 0.0 0.0
Cl -3.854 -2.731 -3.099 0.1 0.1 0.1
Cl -3.123 -5.523 -2.576 0.0 0.0 0.0
H -1.760 -3.614 -2.468 0.0 0.0 0.0
H -2.957 -3.676 -1.144 -0.1 0.0 0.0
C -0.114 -2.318 5.419 -0.2 -0.2 0.0
Cl 0.122 -3.975 5.965 0.0 0.0 0.0
Cl 1.420 -1.442 5.268 0.2 0.1 0.1
H -0.587 -2.336 4.446 0.0 0.0 0.0
H -0.730 -1.794 6.140 0.1 0.0 0.0
C -4.039 5.880 -2.169 0.0 0.0 0.0
Cl -3.781 4.292 -1.427 -0.3 0.0 0.0
Cl -2.528 6.783 -2.316 0.0 0.0 0.0
H -4.452 5.729 -3.159 0.0 0.0 0.0
H -4.723 6.442 -1.546 0.0 0.0 0.1
C -6.240 -0.643 -5.476 0.0 0.0 0.0
Cl -7.614 0.024 -4.587 0.0 0.0 0.0
Cl -5.480 0.577 -6.508 0.1 -0.1 0.0
H -5.514 -1.000 -4.756 0.1 0.1 0.0
H -6.592 -1.456 -6.098 0.0 0.0 -0.1
```
Positions in Å, forces in eV/Å.

The calculation puts the largest force on an atom at 1.799 eV/Å. The value obtained for the orbital gap is 6.696 eV. The calculation puts the HOMO energy at -11.0 eV. Its total charge is +1.